[1]
# CH5NO2S

One molecule with the formula CH5NO2S (the ωB97M-V functional and the def2-TZVPD basis, OMol25).

Highest occupied orbital energy in eV: -10.92
Structure (SMILES): CS(N)(=O)=O
LUMO in eV: 0.44
Multiplicity: 1

Positions of all 10 atoms, in Å:
N 0.24028 -1.41345 -0.76568
H -0.27216 -2.02546 -0.12212
S 0.76339 0.01072 -0.04905
O 1.57702 -0.27977 1.11471
H -0.89205 0.63860 1.62084
H -0.36198 1.91986 0.66323
H -1.57790 0.76964 -0.09825
C -0.68602 0.95974 0.62827
O 1.27243 0.82461 -1.24335
H -0.06301 -1.40448 -1.74860

---

[2]
# C3H8O2

A 2-piece molecular cluster, C3H8O2 overall (the ωB97M-V functional and the def2-TZVPD basis, OMol25).

Highest occupied orbital energy in eV: -9.91
Structure (SMILES): C[C@@H](O)C=O.[H][H]
LUMO in eV: 0.80
Multiplicity: 1

Positions of all 13 atoms, in Å:
H 0.06143 -1.28704 0.11590
H 0.80183 1.62821 -0.60031
H -1.59285 1.29505 -0.14081
H -1.21339 0.42993 1.36947
C -1.39860 0.30970 0.29710
H 0.16038 -1.01744 -2.17021
O 2.13243 0.10701 -0.54984
C -0.22167 -0.35184 -0.38889
H 1.81704 -0.42807 1.79021
H 1.33388 -0.33453 2.34595
H -2.29375 -0.30364 0.15990
C 1.00724 0.54297 -0.48729
O -0.59397 -0.59030 -1.74119

---

[3]
# C9H11NO3

A 2-piece molecular cluster, C9H11NO3 overall (the ωB97M-V functional and the def2-TZVPD basis, OMol25).

Highest occupied orbital energy in eV: -8.43
LUMO in eV: -0.10
Multiplicity: 1

Positions of all 24 atoms, in Å:
N 1.97658 -0.75571 -0.06470
H -2.87097 2.35959 -0.82907
H 3.07965 1.22231 1.22702
H 3.59662 1.84255 -0.62505
C 0.77126 -0.00066 0.09037
C -1.56552 -0.51947 -0.07088
O -3.03500 1.51068 0.20634
C 3.67278 1.06880 0.29507
H 1.70723 -1.83168 0.04809
C -0.25704 -0.94478 0.11581
C 0.58577 1.30672 -0.16477
H -0.89592 2.84456 -0.26381
H -0.15769 -2.16466 0.32463
C 3.25368 -0.41105 -0.02395
C -3.88161 -1.17538 0.20354
O -2.53640 -1.48398 -0.24811
C -0.73863 1.81249 -0.08546
H -4.47917 -0.46024 -0.58151
H -4.36182 -2.21688 0.18742
C -1.74143 0.82170 -0.15878
H 4.66287 1.41682 0.45938
O 4.05211 -1.34148 -0.15795
H 1.51512 1.95740 -0.37901
H -4.07318 -0.91175 1.27678

---

[4]
# C4H6N2

C4H6N2 as an isolated structure (the ωB97M-V functional and the def2-TZVPD basis, OMol25).

Highest occupied orbital energy in eV: -9.67
LUMO in eV: 0.84
Multiplicity: 1

Positions of all 12 atoms, in Å:
C -0.30047 0.99263 0.20324
H 0.50288 -0.75410 1.25216
H -1.84153 -0.48407 0.60496
N 3.22752 0.05348 -0.12927
C -1.28566 -0.06746 -0.32255
H 0.11941 1.74864 -0.47352
H -2.24700 -0.02048 -0.78277
C 0.65068 -0.23684 0.28694
N -0.13097 -0.80267 -0.81900
H -0.14834 -1.79976 -1.00106
H -0.63786 1.43967 1.13174
C 2.09133 -0.06904 0.04913

---

The calculation returns the following max |F| values, one per record and in order: 4.8; 0.5; 7.2; 2.5 eV Å⁻¹.